[1]
Formula: C13H16ClN3S
Source: the Open Molecules 2025 dataset
Level of theory: ωB97M-V with the def2-TZVPD basis set

For the calculated total energy, the calculation gives -41569.2146 eV. For the relative energy (zero: lowest compared OMol25 entry of this formula, charge and spin), the calculation gives 0.0 kcal/mol. As for the orbital gap: 9.1 eV.

Last column: Löwdin charge in e.
CARTESIAN COORDINATES (ANGSTROEM)
C 4.65 -0.61 1.94  -0.100
C 3.23 -0.47 1.52  -0.518
S 2.42 1.06 1.77  1.106
C 0.97 0.44 1.07  -0.524
N -0.14 1.13 0.94  0.138
C -1.16 0.51 0.39  -0.327
C -2.44 1.27 0.20  -0.143
N -2.48 1.86 -1.12  -0.169
C -3.62 2.75 -1.30  -0.203
C -3.66 2.99 -2.82  -0.163
C -2.91 1.78 -3.42  -0.162
C -2.57 0.91 -2.21  -0.203
N -1.14 -0.76 -0.01  0.112
C -0.03 -1.45 0.12  -0.645
Cl -0.11 -3.08 -0.44  0.744
C 1.13 -0.92 0.67  -0.193
C 2.44 -1.42 0.94  -0.281
C 2.88 -2.81 0.62  -0.058
H 5.00 0.33 2.38  0.065
H 4.76 -1.39 2.69  0.088
H 5.29 -0.85 1.09  0.088
H -3.29 0.58 0.37  0.128
H -2.47 2.07 0.94  0.124
H -4.55 2.28 -0.96  0.119
H -3.47 3.67 -0.73  0.118
H -4.68 3.05 -3.17  0.101
H -3.15 3.92 -3.07  0.102
H -3.52 1.24 -4.14  0.102
H -2.00 2.11 -3.92  0.103
H -3.36 0.16 -2.02  0.123
H -1.62 0.38 -2.32  0.110
H 3.92 -2.95 0.90  0.072
H 2.78 -3.00 -0.45  0.074
H 2.27 -3.53 1.15  0.075



[2]
Formula: C13H16F3N2O7P
Source: the Open Molecules 2025 dataset
Level of theory: ωB97M-V with the def2-TZVPD basis set

For the calculated total energy, the calculation gives -48491.5981 eV. As for the orbital gap: 9.6 eV.

Last column: Löwdin charge in e.
CARTESIAN COORDINATES (ANGSTROEM)
C 2.18 3.48 0.39  -0.086
C 2.65 2.24 -0.36  -0.234
C 1.57 1.67 -1.26  -0.205
O 0.40 1.26 -0.55  -0.213
P 0.43 0.05 0.50  0.576
O 1.23 0.14 1.71  -0.205
O 0.78 -1.17 -0.47  -0.194
C 1.77 -2.13 -0.09  -0.240
C 3.11 -1.83 -0.76  -0.233
C 4.14 -2.89 -0.41  -0.099
C -1.42 -0.04 0.59  -0.020
C -2.10 -1.25 0.54  -0.100
N -1.37 -2.46 0.83  -0.345
O -1.77 -3.49 0.34  0.123
O -0.43 -2.35 1.58  0.089
C -3.47 -1.34 0.30  0.099
C -4.19 -0.16 0.13  -0.067
C -5.67 -0.23 -0.18  -0.593
F -6.25 -1.31 0.35  0.155
F -6.33 0.83 0.29  0.155
F -5.89 -0.27 -1.50  0.158
C -3.56 1.07 0.22  0.102
C -2.19 1.11 0.46  -0.102
N -1.57 2.40 0.67  -0.365
O -1.99 3.33 0.03  0.122
O -0.72 2.45 1.53  0.094
H 1.36 3.22 1.05  0.051
H 1.85 4.25 -0.30  0.079
H 2.99 3.88 1.00  0.075
H 3.51 2.48 -0.98  0.115
H 2.94 1.48 0.37  0.091
H 1.21 2.43 -1.96  0.132
H 1.95 0.81 -1.83  0.112
H 1.88 -2.11 1.00  0.112
H 1.40 -3.11 -0.40  0.131
H 2.96 -1.79 -1.84  0.115
H 3.45 -0.85 -0.42  0.104
H 4.29 -2.93 0.67  0.078
H 5.09 -2.66 -0.88  0.072
H 3.81 -3.87 -0.75  0.075
H -3.94 -2.31 0.27  0.143
H -4.11 1.99 0.12  0.144



[3]
Formula: C13H16FNO3
Source: the Open Molecules 2025 dataset
Level of theory: ωB97M-V with the def2-TZVPD basis set

For the calculated total energy, the calculation gives -24089.1486 eV. For the relative energy (zero: lowest compared OMol25 entry of this formula, charge and spin), the calculation gives 63.4 kcal/mol. As for the orbital gap: 9.8 eV.

Last column: Löwdin charge in e.
CARTESIAN COORDINATES (ANGSTROEM)
C -3.68 -0.44 -1.77  -0.074
C -2.71 0.71 -1.65  -0.202
O -1.38 0.12 -1.72  -0.004
C -0.41 1.01 -1.50  -0.400
O -0.62 2.18 -1.30  0.136
C 0.97 0.36 -1.41  -0.318
F 1.37 0.37 -0.09  0.074
C 1.06 -1.09 -1.91  -0.090
C 2.57 -1.30 -1.89  -0.174
C 3.23 0.08 -2.16  -0.081
C 2.22 1.18 -1.85  -0.301
O 2.39 2.34 -1.64  0.155
H -4.70 -0.06 -1.71  0.079
H -3.56 -0.97 -2.72  0.080
H -3.52 -1.15 -0.95  0.082
H -2.83 1.44 -2.47  0.131
H -2.79 1.23 -0.69  0.129
H 0.52 -1.75 -1.22  0.130
H 0.66 -1.26 -2.92  0.136
H 2.90 -2.02 -2.64  0.108
H 2.85 -1.68 -0.90  0.114
H 3.48 0.18 -3.22  0.125
H 4.13 0.25 -1.56  0.128
C -0.23 -0.01 4.82  -0.081
C 0.01 -1.17 4.07  -0.072
C -0.03 -1.08 2.68  -0.154
N -0.51 0.02 2.11  0.050
C -0.38 1.17 2.74  -0.143
C -0.36 1.21 4.14  -0.070
H -0.34 -0.07 5.90  0.100
H 0.14 -2.15 4.53  0.093
H 0.34 -1.90 2.06  0.104
H -0.28 2.10 2.18  0.113
H -0.54 2.14 4.65  0.095



[4]
Formula: C13H16FeN5O6S3
Source: the Open Molecules 2025 dataset
Level of theory: ωB97M-V with the def2-TZVPD basis set

For the calculated total energy, the calculation gives -100372.5567 eV. As for the spin multiplicity: 5. The net charge is -1. For the relative energy (zero: lowest compared OMol25 entry of this formula, charge and spin), the calculation gives 10.9 kcal/mol. As for the orbital gap (alpha / beta): 8.0 / 8.0 eV.

Last column: Mulliken spin population.
CARTESIAN COORDINATES (ANGSTROEM)
Fe -0.61 -0.64 0.16  3.762
C -5.68 5.54 -1.24  0.000
C -4.94 4.23 -1.32  0.002
C -5.27 3.28 -2.28  -0.001
C -4.57 2.08 -2.36  0.003
C -3.55 1.82 -1.47  -0.005
C -3.22 2.75 -0.49  0.004
C -3.91 3.94 -0.42  -0.001
S -2.67 0.28 -1.54  -0.006
O -3.15 -0.43 -2.71  0.003
O -2.88 -0.34 -0.23  0.029
N -1.14 0.66 -1.53  0.045
C -0.18 0.13 -2.34  -0.015
C -0.19 0.02 -3.74  -0.007
C 0.88 -0.62 -4.33  0.005
C 1.91 -1.14 -3.56  -0.001
C 1.84 -0.99 -2.19  0.011
N 0.84 -0.34 -1.60  0.031
H -6.56 5.54 -1.88  0.000
H -5.03 6.36 -1.55  0.000
H -6.00 5.75 -0.22  0.000
H -6.07 3.48 -2.98  0.000
H -4.82 1.34 -3.11  0.000
H -2.43 2.52 0.21  0.001
H -3.65 4.66 0.34  0.000
H -1.03 0.39 -4.30  -0.001
H 0.90 -0.74 -5.41  0.000
H 2.74 -1.67 -4.02  0.000
H 2.58 -1.41 -1.52  0.001
N 2.61 0.55 1.30  0.002
N 1.84 0.03 2.37  0.002
C 0.58 0.49 2.51  0.003
N -0.14 -0.13 3.49  0.002
S -0.10 1.64 1.49  0.023
H 2.10 0.38 0.43  0.000
H 3.45 -0.02 1.27  0.000
H 1.91 -0.98 2.46  0.000
H -0.04 -1.14 3.50  -0.001
H -1.12 0.11 3.42  0.001
O 1.28 -2.11 0.82  0.035
S 0.02 -2.92 0.80  -0.029
O 0.20 -4.28 1.21  0.002
O -0.92 -2.13 1.70  0.054
O -0.57 -2.72 -0.56  0.046



[5]
Formula: C13H16IN
Source: the Open Molecules 2025 dataset
Level of theory: ωB97M-V with the def2-TZVPD basis set

For the calculated total energy, the calculation gives -23327.1660 eV. For the relative energy (zero: lowest compared OMol25 entry of this formula, charge and spin), the calculation gives 4.6 kcal/mol. As for the orbital gap: 8.5 eV.

Last column: Löwdin charge in e.
CARTESIAN COORDINATES (ANGSTROEM)
I -4.00 0.13 -0.19  0.817
C -2.05 0.08 0.70  -0.667
C -1.48 1.17 1.21  -0.144
C -0.12 1.13 1.86  -0.107
C 1.03 1.62 0.85  -0.219
C 0.87 3.05 0.50  -0.087
C 0.55 3.44 -0.73  -0.092
C 0.43 2.47 -1.82  -0.059
C 0.84 1.21 -1.61  -0.008
C 1.11 0.67 -0.28  -0.277
N 1.41 -0.53 0.03  0.099
C 1.32 -1.70 -0.82  -0.197
C 0.18 -2.69 -0.41  -0.159
C -1.25 -2.05 -0.44  -0.233
C -1.54 -1.32 0.84  -0.303
H -1.74 2.20 1.25  0.104
H -0.21 1.69 2.70  0.080
H 0.09 0.19 2.22  0.067
H 1.91 1.67 1.38  0.121
H 1.02 3.86 1.34  0.155
H 0.42 4.53 -1.10  0.131
H 0.22 2.76 -2.74  0.054
H 0.87 0.52 -2.55  0.139
H 2.13 -2.36 -0.66  0.099
H 1.07 -1.33 -1.76  0.069
H 0.25 -3.01 0.54  0.053
H 0.40 -3.57 -1.16  0.145
H -1.45 -1.25 -1.16  0.082
H -1.81 -2.95 -0.74  0.113
H -2.18 -1.99 1.33  0.085
H -0.54 -1.42 1.46  0.140



[6]
Formula: C13H16IN3PtS
Source: the Open Molecules 2025 dataset
Level of theory: ωB97M-V with the def2-TZVPD basis set

For the calculated total energy, the calculation gives -40371.1106 eV. As for the spin multiplicity: 5. The net charge is +2. For the relative energy (zero: lowest compared OMol25 entry of this formula, charge and spin), the calculation gives 56.0 kcal/mol. As for the orbital gap (alpha / beta): 8.0 / 5.1 eV.

Last column: Mulliken spin population.
CARTESIAN COORDINATES (ANGSTROEM)
C -0.09 -1.83 -2.37  0.406
C 0.52 0.77 -3.28  0.141
H 0.75 -1.76 -3.08  0.013
H -1.09 -1.61 -2.81  0.022
H 0.11 -2.46 -1.52  0.022
H 1.00 1.63 -2.78  0.017
H 1.10 0.02 -3.79  0.045
H -0.46 0.98 -3.77  0.035
Pt 0.01 -0.01 -1.60  1.185
C -1.04 1.73 -1.20  0.474
H -0.28 2.49 -1.41  0.020
H -1.23 1.66 -0.13  -0.002
H -1.94 1.89 -1.82  -0.009
I 2.84 -1.00 -1.64  1.232
N -0.41 -0.63 2.46  0.008
C 0.83 0.02 2.57  -0.012
C 1.48 0.48 3.70  0.017
C 2.65 1.22 3.49  -0.002
C 3.12 1.50 2.20  -0.004
C 2.41 1.08 1.07  0.065
C 1.25 0.31 1.28  -0.062
N 0.27 -0.21 0.42  0.175
C -0.71 -0.76 1.14  0.007
C -1.93 -1.19 0.51  -0.001
C -3.17 -1.58 1.01  0.015
S -4.33 -1.71 -0.26  0.018
C -3.10 -1.29 -1.43  -0.016
N -1.93 -1.05 -0.86  0.158
H -1.03 -0.93 3.19  0.002
H 1.04 0.25 4.67  0.001
H 3.20 1.60 4.35  0.000
H 4.04 2.07 2.08  -0.001
H 2.76 1.27 0.06  0.028
H -3.33 -1.71 2.07  0.000
H -3.33 -1.26 -2.50  0.003